Record 1
29
Properties=species:S:1:pos:R:3:forces:R:3 method="wB97M-V/def2-TZVPD" gap_ev=9.39 relative_energy_kj_mol=65.1 charge=+1 spin_multiplicity=1 homo_energy_ha=-0.4437 energy_ev=-19018.2143
C -0.89510 2.77578 -1.07396 0.9 -0.1 2.7
N -0.23071 1.48109 -0.45334 -2.4 1.6 -0.5
C -0.22664 0.43882 -1.50701 0.2 -1.3 -0.2
C 1.10396 -0.31500 -1.36057 -0.8 -1.0 -1.5
N 1.09271 -0.79342 0.00362 1.0 -1.6 0.1
C 0.29765 -1.88896 0.39986 -0.8 1.3 0.2
C -0.32123 -2.75172 -0.63393 2.1 1.4 -2.8
F -1.58604 -2.29684 -0.96181 -0.7 0.3 0.0
C -0.07804 -1.85087 1.68913 0.0 -1.7 0.0
C 0.45576 -0.70636 2.37884 0.3 1.4 -1.4
F 0.76249 -0.82661 3.65892 0.3 0.3 0.3
C 0.31820 0.67443 1.76690 -0.4 0.1 1.3
C -0.81885 1.00731 0.87055 -2.6 -0.5 -1.2
C 1.47847 0.09933 1.06345 1.2 -2.1 0.8
H -1.92504 2.48568 -1.11584 -0.6 0.1 -0.3
H -0.78961 3.71360 -0.40192 0.1 -1.8 -1.1
H -0.44714 2.88381 -2.03755 0.1 0.4 -0.5
H 0.72912 1.58636 -0.20859 1.2 0.9 0.0
H -0.41148 0.86374 -2.47576 0.2 0.4 -0.4
H -1.03183 -0.32628 -1.34273 0.6 1.0 0.0
H 1.03817 -1.09179 -2.21419 0.6 0.9 1.7
H 2.03987 0.22043 -1.50504 -0.2 0.5 -0.2
H -0.42193 -3.80873 -0.49264 0.4 -0.4 0.5
H 0.35706 -2.48317 -1.55989 -1.5 -1.6 1.5
H -0.62145 -2.76148 2.07016 0.7 1.5 0.2
H 0.57372 1.51230 2.39451 0.2 -0.1 0.6
H -1.41101 0.09340 0.60863 0.6 0.6 0.3
H -1.61927 1.71218 1.21281 1.2 -0.2 0.0
H 2.58819 0.35298 1.22738 -2.0 -0.2 -0.4

=====

Record 2
37
Properties=species:S:1:pos:R:3:forces:R:3 method="wB97M-V/def2-TZVPD" gap_ev=8.32 relative_energy_kj_mol=9.4 charge=+1 spin_multiplicity=1 homo_energy_ha=-0.4495 energy_ev=-54675.5699
Sn 0.35033 -0.03174 -0.16741 0.0 0.1 0.2
F -1.72898 -1.19852 -2.77904 0.0 0.2 -0.1
Te -1.47260 0.66169 -2.94463 0.2 0.0 0.3
F -3.28010 0.90522 -3.15171 0.1 -0.1 0.1
F -1.20199 2.44351 -3.31514 0.1 -0.1 0.0
F 0.41874 0.33553 -2.89151 -0.3 0.1 0.0
F -1.30666 0.31202 -4.74573 0.0 0.1 0.0
O -1.38491 0.83708 -1.12203 0.0 -0.3 -0.5
S 0.88122 -2.52583 -0.89989 -0.2 0.0 0.0
C 1.55462 -2.48221 -2.50428 0.1 0.1 -0.1
N 0.77317 -2.52757 -3.56449 0.0 -0.1 0.1
C 1.27823 -2.50665 -4.93764 0.0 0.0 0.0
C 2.65203 -3.15254 -4.96538 0.0 0.0 0.0
C 3.55155 -2.47463 -3.94658 0.0 0.0 0.0
N 2.87134 -2.44153 -2.64914 -0.1 0.0 0.1
H -0.21983 -2.54615 -3.39043 0.0 0.1 0.0
H 1.31722 -1.47248 -5.28767 0.0 0.0 0.0
H 0.56745 -3.04689 -5.55925 0.0 0.0 0.0
H 3.08636 -3.06522 -5.95911 0.0 0.0 0.0
H 2.56326 -4.21485 -4.73125 0.0 0.0 0.0
H 3.78995 -1.45324 -4.25090 0.0 0.0 0.0
H 4.48769 -3.01434 -3.81823 0.0 0.0 0.0
H 3.40882 -2.42395 -1.79748 0.0 0.0 0.0
N -1.42773 -1.14972 0.84233 0.1 0.0 0.1
C -1.17898 -1.25373 2.26606 0.0 0.0 0.0
C -1.57381 -0.21882 3.09973 0.0 0.0 0.0
C -1.25190 -0.27853 4.44800 0.0 0.0 0.0
C -0.53889 -1.35683 4.94955 0.0 0.0 0.0
C -0.14769 -2.38370 4.10327 0.0 0.0 0.0
C -0.46252 -2.33599 2.75274 0.0 0.0 0.0
H -2.23833 -0.57264 0.62801 0.0 0.0 0.0
H -1.57191 -2.05864 0.40781 0.0 0.0 0.0
H -2.13438 0.62031 2.70428 0.0 0.0 0.0
H -1.56295 0.52060 5.10642 0.0 0.0 0.0
H -0.29204 -1.39911 6.00105 0.0 0.0 0.0
H 0.40095 -3.22911 4.49455 0.0 0.0 0.0
H -0.16448 -3.14075 2.09033 0.0 0.0 0.0